1.
The following is a DFT calculation (wB97M-V/def2-TZVPD) of C35H68N12O3Ti as an isolated structure in a non-equilibrium geometry.

Structure (XYZ):
```
119
Properties=species:S:1:pos:R:3:lowdin_spin:R:1
Ti 0.33750 -0.07619 0.54998 1.691
C 4.16337 2.64741 3.93816 0.001
N 2.87730 2.50440 3.29154 0.006
C 2.09758 3.72005 3.24117 0.001
C 2.65413 1.50577 2.33306 0.023
N 1.48956 0.96740 2.13257 0.015
C 0.52105 0.95147 3.23336 0.012
C -0.80380 1.62374 2.83850 0.004
N -1.07677 1.54418 1.37788 0.009
C -1.01829 2.87547 0.72988 0.004
C -0.16233 2.91102 -0.52212 0.010
N -0.68299 2.07468 -1.56734 0.001
C -1.06444 2.51591 -2.69698 0.000
N -1.26181 1.60726 -3.70896 0.000
C -1.97050 1.89139 -4.92866 0.000
C -0.74024 0.26405 -3.57478 0.000
N -1.29719 3.85074 -3.09939 0.000
C -0.30261 4.46149 -3.95350 0.000
C -2.04547 4.74778 -2.25101 0.000
C -2.36543 0.87598 1.11347 0.006
C -2.49946 0.28793 -0.28235 0.005
N -1.40892 -0.61823 -0.70378 0.008
C -1.78675 -1.59669 -1.46196 0.014
N -3.10141 -1.81593 -1.90014 0.003
C -3.79309 -3.00759 -1.46652 0.001
C -3.86398 -0.86794 -2.66889 0.001
N -0.92003 -2.55421 -1.91208 0.006
C -1.19165 -3.35553 -3.08771 0.001
C 0.41231 -2.75708 -1.38951 0.007
N 3.75416 1.10691 1.63609 0.009
C 4.54569 2.08185 0.91524 0.002
C 3.96122 -0.27781 1.26001 0.003
H 4.01074 2.93904 4.97970 0.000
H 4.79310 3.41193 3.46775 0.000
H 4.69682 1.70039 3.91687 0.000
H 2.68579 4.54493 2.81749 0.000
H 1.76226 4.02166 4.23744 0.000
H 1.22706 3.56895 2.61426 0.000
H 0.91333 1.40032 4.15117 0.003
H 0.31991 -0.09823 3.47201 0.002
H -0.79337 2.67161 3.14493 0.001
H -1.62281 1.14884 3.38356 0.000
H -0.58600 3.58910 1.43223 0.000
H -2.03952 3.21626 0.51684 0.000
H 0.82253 2.50375 -0.25286 0.005
H -0.00936 3.96007 -0.80453 0.001
H -2.43434 2.87376 -4.87853 0.000
H -2.75203 1.14272 -5.09039 0.000
H -1.29966 1.85883 -5.79475 0.000
H -0.07453 0.20878 -2.71319 0.000
H -0.20322 -0.00812 -4.48917 0.000
H -1.54616 -0.46772 -3.43904 0.000
H 0.12041 3.71166 -4.62028 0.000
H 0.52168 4.91247 -3.38280 0.000
H -0.75917 5.24399 -4.56604 0.000
H -2.77651 4.18143 -1.67605 0.000
H -2.58984 5.45902 -2.87883 0.000
H -1.43159 5.32917 -1.55183 0.000
H -3.19778 1.58468 1.24142 0.001
H -2.49922 0.07023 1.83377 0.001
H -2.56374 1.10153 -1.01197 0.000
H -3.45447 -0.24048 -0.26649 0.000
H -3.09984 -3.67239 -0.95631 0.000
H -4.22662 -3.54984 -2.31577 0.000
H -4.59770 -2.76218 -0.76362 0.000
H -3.31262 0.06043 -2.79735 0.000
H -4.81292 -0.62730 -2.17408 0.000
H -4.09739 -1.26683 -3.66549 0.000
H -2.08410 -3.01264 -3.60090 0.000
H -1.31608 -4.41183 -2.82725 0.000
H -0.34338 -3.27863 -3.77360 0.000
H 0.53482 -2.29066 -0.41816 0.003
H 1.17118 -2.33795 -2.05649 0.000
H 0.58595 -3.83220 -1.27630 0.001
H 4.34194 3.08441 1.27983 0.000
H 4.29159 2.04461 -0.14780 0.001
H 5.61382 1.87857 1.02929 0.000
H 3.83673 -0.42294 0.18807 0.000
H 3.22911 -0.90353 1.76306 0.001
H 4.97142 -0.57228 1.56431 0.000
C 3.12989 1.72364 -3.98515 0.002
C 3.40797 0.48464 -3.12312 0.009
C 4.86409 0.54793 -2.63952 0.004
C 3.22750 -0.77480 -3.98285 0.003
C 2.47226 0.43203 -1.98089 0.049
C 1.68967 0.32156 -1.04321 0.014
H 3.90202 1.83311 -4.75099 0.000
H 3.12026 2.62314 -3.36828 0.000
H 2.16401 1.64329 -4.48127 0.000
H 5.54671 0.50269 -3.49185 0.001
H 5.09406 -0.28347 -1.97245 0.000
H 5.05320 1.47914 -2.10483 0.000
H 3.88405 -0.74321 -4.85611 0.001
H 2.19499 -0.85292 -4.32780 0.000
H 3.46185 -1.66980 -3.40478 0.000
C -2.28572 -3.64082 6.30296 0.000
C -2.18446 -2.73900 5.07767 0.000
C -1.70063 -3.40832 3.76247 0.000
C -2.50683 -4.67554 3.44235 0.000
C -2.07759 -5.33933 2.13992 0.000
C -0.24129 -3.79541 3.91593 0.001
O 0.15196 -4.64012 4.69664 0.002
N 0.65228 -3.13038 3.10533 0.003
C 0.30224 -2.21072 2.13067 0.016
O 1.21971 -1.71435 1.43424 0.021
N -0.94711 -1.81007 1.93630 0.007
C -1.96817 -2.37869 2.64191 0.001
O -3.13268 -2.07683 2.41593 0.001
H -2.46883 -3.03110 7.18837 0.000
H -1.37641 -4.21385 6.46506 0.000
H -3.11730 -4.33925 6.21209 0.000
H -1.52015 -1.89499 5.29567 0.000
H -3.16324 -2.31352 4.84499 0.000
H -3.55339 -4.37451 3.38117 0.000
H -2.39675 -5.37389 4.27107 0.000
H -2.18799 -4.65581 1.29496 0.000
H -2.68639 -6.21988 1.93608 0.000
H -1.03578 -5.66475 2.17931 0.000
H 1.62911 -3.38292 3.18259 0.000
```

Calculated values
HOMO energy (spin up / spin down) (eV): -4.83 / -7.62
Frontier orbital gap (spin up / spin down) (Eh): 0.197 / 0.300
Relative energy (zero: lowest compared OMol25 entry of this formula, charge and spin) (kJ/mol): 90.4
2S+1: 3
<S²>: 2.006
E_LUMO (spin up / spin down) (eV): 0.537 / 0.532

2.
The following is a DFT calculation (wB97M-V/def2-TZVPD) of C8H23Cl4CuO9P2 as an isolated structure in a non-equilibrium geometry.

Structure (XYZ):
```
47
Properties=species:S:1:pos:R:3:lowdin_spin:R:1
Cu 4.29202 -14.86335 -0.42142 0.331
O 5.61938 -16.44156 -0.17341 0.634
H 5.87676 -17.29397 -0.57551 0.011
C 5.95805 -20.39859 -0.55484 0.000
Cl 6.97474 -20.31605 -2.02874 0.000
Cl 4.48440 -21.21535 -1.02021 0.000
H 6.51691 -20.93395 0.21273 0.000
H 5.64919 -19.42376 -0.17744 -0.001
C 8.72899 -17.63910 -0.46884 0.002
Cl 9.21969 -19.34258 -0.06717 0.000
Cl 10.05685 -16.72570 -1.14659 0.000
H 7.86978 -17.56675 -1.13564 0.001
H 8.44122 -17.21291 0.49222 0.002
C 1.20450 -15.76949 -4.58901 0.000
O 2.51803 -15.40874 -4.88217 0.001
P 3.77592 -15.87254 -3.93865 0.001
O 3.77876 -15.36065 -2.52053 0.012
O 3.74601 -17.46966 -3.99603 0.000
C 4.57293 -18.34718 -3.22703 0.000
O 5.12549 -15.50738 -4.82101 0.000
C 5.23974 -15.94605 -6.20964 0.000
H 1.11045 -16.34655 -3.66909 0.000
H 0.72348 -16.47617 -5.26528 0.000
H 0.58159 -14.90230 -4.36979 0.000
H 3.91350 -19.03266 -2.69472 0.000
H 5.12008 -17.85004 -2.42604 0.000
H 5.25456 -18.95973 -3.81716 0.000
H 4.67489 -16.84854 -6.44325 0.000
H 6.28030 -16.14211 -6.46826 0.000
H 4.76135 -15.17546 -6.81415 0.000
C 2.81713 -18.61789 1.60929 0.000
O 1.56846 -17.99138 1.68349 0.000
P 1.26930 -16.70227 0.72515 0.000
O 2.50151 -16.02049 0.20279 0.006
O 0.37753 -17.26707 -0.49240 0.000
C 0.73893 -18.40743 -1.25716 0.000
O 0.38772 -15.73701 1.66405 0.000
C -0.99279 -15.96059 1.76324 0.000
H 3.44729 -18.20913 0.81939 -0.001
H 2.60718 -19.67401 1.44007 0.000
H 3.30163 -18.44920 2.57100 0.000
H 0.01065 -19.21556 -1.18914 0.000
H 1.72057 -18.85970 -1.11600 0.000
H 0.78614 -18.12427 -2.30867 0.000
H -1.55514 -15.19129 1.23404 0.000
H -1.23931 -15.83308 2.81731 0.000
H -1.37282 -16.95949 1.54908 0.000
```

Calculated values
HOMO energy (spin up / spin down) (eV): -12.90 / -12.90
Charge: +1
Frontier orbital gap (spin up / spin down) (Eh): 0.327 / 0.241
2S+1: 2
<S²>: 0.759
E_LUMO (spin up / spin down) (eV): -4.002 / -6.357

3.
The following is a DFT calculation (wB97M-V/def2-TZVPD) of C19H16BrN5O2S7W as an isolated structure in a non-equilibrium geometry.

Structure (XYZ):
```
51
Properties=species:S:1:pos:R:3:lowdin_charge:R:1
W 0.80572 0.18959 1.58489 1.277
C 2.28268 -2.06582 4.33067 -0.296
S 1.05851 -2.03222 3.00207 0.903
C -0.21860 -0.96967 3.51559 -1.048
C 0.02175 0.39079 3.79720 -1.154
S 1.60559 1.05892 3.62882 0.769
S -1.35157 1.29849 4.38344 0.959
C -2.52171 -0.00523 4.32040 -1.466
S -4.07381 0.21428 4.69315 0.719
S -1.84103 -1.55423 3.84610 0.945
H 3.02594 -2.79652 4.01513 0.062
H 1.78503 -2.40683 5.23484 0.070
H 2.75071 -1.09823 4.47807 0.009
N 8.75719 -0.84403 -1.23412 0.151
C 7.58939 -0.26799 -0.87078 -0.291
C 7.13658 -0.34886 0.46097 -0.004
C 5.95189 0.23874 0.83399 -0.048
C 5.18910 0.90419 -0.12754 -0.352
C 5.61877 1.00423 -1.45357 -0.079
C 6.80699 0.41718 -1.82038 -0.006
S 3.72047 1.67732 0.34618 0.620
O 3.18428 2.42529 -0.75189 -0.267
O 3.80237 2.27941 1.64168 -0.295
N 2.67633 0.37502 0.64054 -0.252
C 2.39619 -0.61206 -0.25691 -0.717
S 3.03648 -1.20484 -1.70334 1.177
C 1.74650 -2.38556 -1.75951 -0.312
C 0.89900 -2.24946 -0.72056 -0.184
N 1.27176 -1.23163 0.13805 -0.209
H 9.36684 -1.24841 -0.54568 0.115
H 9.13241 -0.70540 -2.15550 0.116
H 7.74252 -0.85771 1.19986 0.122
H 5.62438 0.20659 1.86527 0.122
H 5.02846 1.55522 -2.17410 0.120
H 7.15522 0.50167 -2.84209 0.124
H 1.71075 -3.11214 -2.55468 0.090
H 0.03309 -2.85757 -0.50800 0.129
N -2.27025 -0.25769 0.72784 0.266
C -1.17185 -0.10285 1.04490 -0.190
H -3.23686 -0.40400 0.49276 0.144
Br 1.49342 6.01042 1.69357 0.876
C 0.89642 4.51203 0.74529 -0.649
C 0.40831 4.63456 -0.54851 -0.044
C -0.00447 3.48500 -1.19348 -0.007
C 0.07728 2.27288 -0.53344 -0.126
N 0.54237 2.15393 0.71766 -0.114
C 0.96248 3.27546 1.34745 -0.193
H 0.36134 5.60385 -1.02541 0.129
H -0.38281 3.51489 -2.20496 0.130
H -0.23203 1.36496 -1.04306 0.117
H 1.36777 3.16860 2.33851 0.045
```

Calculated values
HOMO energy (spin up / spin down) (eV): -13.04 / -13.04
Charge: +2
Frontier orbital gap (spin up / spin down) (Eh): 0.186 / 0.187
Relative energy (zero: lowest compared OMol25 entry of this formula, charge and spin) (kJ/mol): 0.0
2S+1: 1
E_LUMO (spin up / spin down) (eV): -7.971 / -7.966

What did we get for total energy? Answer: -84537.15794; -140398.83684; -179208.08357 eV, in the order shown.